No. 1
{"formula": "C3H10O3", "method": "ωB97M-V with the def2-TZVPD basis set", "species": ["C", "C", "C", "O", "H", "H", "H", "H", "H", "H", "O", "H", "H", "O", "H", "H"], "xyz": [[-2.00339, -0.29328, 0.35987], [-0.69815, 0.30411, -0.00140], [0.21378, -0.37793, -0.75364], [1.48548, -0.65523, -0.34881], [-2.78540, 0.41605, 0.63661], [-2.44558, -0.83180, -0.49811], [-1.93828, -1.05178, 1.14151], [-0.47093, 1.34891, 0.20415], [-0.19737, -0.95502, -1.59005], [1.36522, -0.84217, 0.59327], [0.73757, 2.20509, -2.88239], [0.38021, 1.32675, -3.03973], [1.40257, 2.11455, -2.18998], [1.53877, -1.11160, 2.47946], [1.87914, -1.44220, 3.30802], [1.53635, -0.15444, 2.58121]], "spin_multiplicity": 1, "lumo_energy_ha": 0.016, "smiles": "C/C=C/O.O.O"}

***

No. 2
{"formula": "C7H6O5", "method": "ωB97M-V with the def2-TZVPD basis set", "species": ["C", "C", "C", "C", "C", "C", "C", "O", "O", "O", "O", "O", "H", "H", "H", "H", "H", "H"], "xyz": [[-4.26516, 1.08810, 0.16640], [-3.09721, 0.87764, 0.39765], [2.55438, -1.17362, 0.46022], [2.23250, 1.48142, -0.27919], [0.02461, -1.42668, -1.13787], [-1.71724, 0.45585, 0.78019], [1.81524, -0.07146, -0.34206], [3.19188, -1.95239, -0.30698], [3.39232, 1.90017, -0.35453], [2.53611, -1.19953, 1.69832], [1.17035, 2.08145, -0.03705], [0.94924, -0.40215, -1.22983], [-5.14345, 1.49772, -0.22813], [-0.09551, -2.06836, -1.97228], [-1.72228, -0.24733, 1.67086], [0.28135, -2.22529, -0.30976], [-1.04355, 0.11806, -0.09926], [-1.06358, 1.26642, 1.12330]], "charge": -2, "spin_multiplicity": 1, "lumo_energy_ha": [0.204, 0.204]}

***

No. 3
{"formula": "C6H10N2O2", "method": "ωB97M-V with the def2-TZVPD basis set", "species": ["C", "C", "C", "C", "C", "C", "H", "H", "H", "H", "H", "H", "H", "H", "H", "H", "N", "N", "O", "O"], "xyz": [[0.63246, 2.40861, 0.97601], [0.89608, 2.20279, -0.52074], [1.07508, -0.41375, -0.63361], [-0.69014, -2.27227, -0.54894], [-1.07025, -2.28833, 0.95568], [-0.69041, 0.23448, -1.11696], [0.97114, 3.42133, 1.27680], [-0.44515, 2.27472, 1.16070], [1.19710, 1.70153, 1.59392], [0.33406, 2.89858, -1.18709], [1.97794, 2.39485, -0.65439], [-1.59778, -2.48062, -1.13521], [0.10191, -3.00832, -0.72722], [-1.53778, -3.25881, 1.17622], [-0.14829, -2.09000, 1.52961], [-1.74580, -1.44306, 1.20381], [0.55581, 0.85858, -0.96414], [-0.12321, -1.02752, -0.99449], [2.15048, -0.79542, -0.20582], [-1.84324, 0.68262, -1.18415]], "spin_multiplicity": 1, "lumo_energy_ha": 0.030}

***

No. 4
{"formula": "C22H39BN9S4W", "method": "ωB97M-V with the def2-TZVPD basis set", "species": ["W", "C", "C", "C", "C", "N", "C", "C", "N", "B", "N", "C", "C", "N", "C", "S", "C", "C", "C", "C", "N", "C", "C", "N", "C", "S", "C", "C", "C", "C", "C", "S", "H", "H", "H", "H", "H", "H", "H", "H", "H", "H", "H", "H", "H", "H", "H", "H", "H", "H", "H", "H", "H", "H", "H", "H", "H", "H", "H", "H", "H", "H", "H", "H", "H", "H", "N", "N", "C", "N", "S", "H", "H", "H", "H", "H"], "xyz": [[-0.80448, -0.82946, -0.73209], [-3.48458, 4.70169, 0.79760], [-3.38607, 3.21887, 0.42475], [-4.44650, 2.39909, 1.16549], [-3.58137, 3.09585, -1.07958], [-2.02843, 2.71827, 0.89867], [-1.66873, 2.91502, 2.21293], [-0.42920, 2.40810, 2.38376], [-0.01415, 1.89513, 1.18221], [1.44583, 1.33294, 1.09773], [2.06000, 1.42109, -0.32521], [2.69608, 2.58569, -0.69537], [3.19077, 2.40905, -1.93503], [2.87251, 1.12856, -2.33999], [2.16322, 0.55255, -1.35299], [1.46722, -1.05705, -1.33729], [3.28529, 0.65230, -3.72626], [3.14121, -0.85396, -3.89758], [4.75862, 1.02221, -3.92167], [2.39484, 1.38478, -4.72972], [1.56842, -0.09806, 1.72808], [2.80383, -0.49997, 2.16567], [2.67889, -1.73043, 2.71334], [1.35688, -2.09585, 2.61869], [0.70127, -1.09387, 1.99422], [-1.01355, -1.07769, 1.58687], [0.80191, -3.41148, 3.13936], [1.93820, -4.20145, 3.78522], [-0.25847, -3.11456, 4.19887], [0.24368, -4.22695, 1.97033], [-1.00930, 2.06950, 0.28770], [-0.92332, 1.49616, -1.36908], [-4.42383, 5.09632, 0.41158], [-2.66971, 5.27324, 0.35048], [-3.48313, 4.87028, 1.87322], [-5.43365, 2.63249, 0.76784], [-4.45829, 2.61647, 2.23378], [-4.26654, 1.32513, 1.04715], [-4.53366, 3.56488, -1.32288], [-3.62788, 2.06205, -1.41910], [-2.80610, 3.62082, -1.63874], [-2.29890, 3.42447, 2.91916], [0.19795, 2.39862, 3.26029], [2.10443, 2.04991, 1.78833], [2.76661, 3.43647, -0.03801], [3.74962, 3.09069, -2.54864], [3.67797, -1.40979, -3.12686], [3.58587, -1.11560, -4.85639], [2.10145, -1.17199, -3.92784], [5.38238, 0.59348, -3.13561], [4.92489, 2.09740, -3.95938], [5.09068, 0.61568, -4.87554], [1.34107, 1.15331, -4.55792], [2.65457, 1.06285, -5.73769], [2.53100, 2.46576, -4.67723], [3.67378, 0.13132, 2.08417], [3.42604, -2.34623, 3.17695], [2.38610, -3.66488, 4.62283], [2.71163, -4.47442, 3.06510], [1.52025, -5.12403, 4.18325], [0.17145, -2.54858, 5.02674], [-0.63176, -4.05839, 4.59534], [-1.10919, -2.56244, 3.80013], [0.94901, -4.24413, 1.13664], [-0.71677, -3.84805, 1.62511], [0.09510, -5.25314, 2.30492], [-3.17333, -0.94276, -0.89174], [-3.65035, -2.26501, -0.97637], [-2.86883, -3.22361, -1.48201], [-3.37116, -4.40751, -1.73407], [-1.19411, -2.92865, -1.82637], [-3.65652, -0.48259, -0.12429], [-3.41589, -0.44019, -1.74518], [-4.64510, -2.41197, -0.86268], [-4.35017, -4.63543, -1.61577], [-2.77749, -5.13830, -2.10235]], "charge": 3, "spin_multiplicity": 3, "lumo_energy_ha": [-0.359, -0.356]}

***

No. 5
{"formula": "C21H39IN3O16", "method": "ωB97M-V with the def2-TZVPD basis set", "species": ["N", "C", "C", "N", "C", "N", "C", "C", "C", "O", "I", "H", "H", "H", "H", "H", "H", "H", "H", "H", "C", "O", "C", "O", "O", "C", "H", "H", "H", "H", "H", "H", "C", "O", "C", "O", "O", "C", "H", "H", "H", "H", "H", "H", "C", "O", "C", "O", "O", "C", "H", "H", "H", "H", "H", "H", "C", "O", "C", "O", "O", "C", "H", "H", "H", "H", "H", "H", "C", "O", "C", "O", "O", "C", "H", "H", "H", "H", "H", "H"], "xyz": [[-0.75996, -2.62768, -0.21990], [-2.06372, -1.96714, -0.47158], [-2.06059, -0.52228, -0.04245], [-1.06302, 0.38289, -0.37210], [-1.35870, 1.56224, 0.16025], [-2.51138, 1.46166, 0.80087], [-2.98124, 0.15699, 0.70558], [-4.24931, -0.38263, 1.26957], [-5.15693, -0.87650, 0.14408], [-5.58048, -1.96264, 0.07173], [-5.59948, 0.63284, -1.34899], [-0.41777, -2.27785, 0.67180], [-0.10891, -2.22664, -0.89138], [-2.81710, -2.46953, 0.12393], [-2.30054, -2.02484, -1.52954], [-0.25527, 0.13874, -0.92405], [-0.73924, 2.43570, 0.07811], [-2.97780, 2.20722, 1.29592], [-4.04988, -1.22174, 1.92933], [-4.78067, 0.39436, 1.81356], [-2.12155, 5.86548, 6.86338], [-1.28369, 4.91553, 6.18783], [-1.93320, 4.08542, 5.38963], [-3.11743, 4.05685, 5.18341], [-1.03547, 3.25821, 4.82716], [-1.61370, 2.31021, 3.95045], [-1.46398, 6.47209, 7.47779], [-2.63390, 6.50228, 6.14555], [-2.83996, 5.35550, 7.50062], [-2.11778, 2.81873, 3.12741], [-2.31293, 1.66514, 4.48181], [-0.80215, 1.70132, 3.55613], [-2.50092, 0.40479, -3.63019], [-1.87030, 1.00101, -4.75347], [-2.59575, 1.98711, -5.30338], [-3.66858, 2.35818, -4.90500], [-1.92527, 2.46694, -6.33779], [-2.58505, 3.53552, -7.03069], [-1.83050, -0.37475, -3.26917], [-2.65979, 1.14136, -2.84103], [-3.44889, -0.05034, -3.91109], [-2.73645, 4.38500, -6.36828], [-3.53572, 3.19783, -7.43686], [-1.92887, 3.82616, -7.84468], [5.49980, -4.16326, -1.07315], [4.21174, -3.92635, -0.48986], [3.34810, -4.92569, -0.65264], [3.55892, -5.95461, -1.23586], [2.19370, -4.57811, -0.08082], [1.16440, -5.56988, -0.17348], [6.09863, -3.28092, -0.86925], [5.97167, -5.03151, -0.61864], [5.41474, -4.29999, -2.14943], [1.45672, -6.48633, 0.33523], [0.92051, -5.77829, -1.21336], [0.28778, -5.15459, 0.31286], [2.34223, -2.91454, -7.43286], [2.93657, -4.01020, -6.73451], [2.33576, -4.32804, -5.59049], [1.36994, -3.77491, -5.12336], [2.98446, -5.35334, -5.04929], [2.43487, -5.80570, -3.80574], [2.92790, -2.76894, -8.33543], [1.31400, -3.14456, -7.70505], [2.37936, -2.00871, -6.83038], [1.41054, -6.15050, -3.95158], [2.46405, -5.00981, -3.07608], [3.04517, -6.63053, -3.46622], [1.65547, 5.52196, 5.16392], [2.92711, 4.89173, 4.98578], [3.19441, 3.94436, 5.88495], [2.47293, 3.60194, 6.78418], [4.39814, 3.44268, 5.61280], [4.82064, 2.41097, 6.50839], [1.56294, 6.26670, 4.37699], [0.85304, 4.80074, 5.06845], [1.60405, 6.01957, 6.13038], [4.13891, 1.56347, 6.46793], [4.88933, 2.78993, 7.52583], [5.80526, 2.09650, 6.17558]], "charge": 1, "spin_multiplicity": 1, "lumo_energy_ha": -0.121}

***

No. 6
{"formula": "C5H7Br3N2", "method": "ωB97M-V with the def2-TZVPD basis set", "species": ["C", "C", "C", "C", "C", "N", "N", "Br", "Br", "Br", "H", "H", "H", "H", "H", "H", "H"], "xyz": [[1.27096, 1.46163, -1.10623], [1.19844, 0.47496, -0.20859], [-1.11813, 0.43332, -0.56350], [0.05750, -1.67718, -0.11953], [-0.28945, -0.10287, 1.59321], [-0.80709, 1.31456, -1.43401], [-0.05934, -0.20472, 0.15030], [1.99659, 2.66332, -2.04770], [2.79876, -0.05419, 0.68197], [-2.90987, 0.07898, -0.02337], [-1.08064, -1.96960, -0.23363], [0.62255, -1.80413, -1.06106], [0.63524, -2.34581, 0.65421], [0.62847, -0.50692, 1.96665], [-0.31629, 0.96080, 1.95714], [-1.32098, -0.63323, 1.82182], [-1.30670, 1.91107, -2.02769]], "charge": 2, "spin_multiplicity": 1, "lumo_energy_ha": -0.361}